Entry 1:
Computed, not measured: a gas-phase ion, C8H18N4O (charge +2) in a non-equilibrium geometry, with ωB97M-V/def2-TZVPD.

The geometry in ORCA input format:
```
! wB97M-V def2-TZVPD RIJCOSX def2/J DEFGRID3
* xyz 2 1
C 4.322 0.044 -0.029
C 3.256 -1.127 -0.196
C 1.850 -0.582 -0.525
C 1.171 -0.034 0.690
N -0.333 -0.086 0.397
C -0.970 1.037 0.154
N -2.400 0.954 -0.096
C -3.379 0.167 -0.249
N -3.436 -1.251 -0.232
C -2.688 -2.358 -0.082
N -1.460 -2.560 0.348
O -0.481 2.145 0.334
C -1.222 3.426 0.165
H 4.430 0.617 -1.037
H 4.097 0.791 0.638
H 5.190 -0.460 0.188
H 3.420 -1.703 -1.073
H 3.323 -1.832 0.747
H 1.905 0.185 -1.234
H 1.150 -1.387 -0.915
H 1.562 0.935 0.916
H 1.434 -0.638 1.513
H -2.678 1.837 -0.361
H -4.313 0.687 -0.609
H -4.377 -1.439 -0.591
H -3.230 -3.228 -0.387
H -1.226 -3.568 0.453
H -0.920 -1.639 0.699
H -0.652 4.157 0.895
H -2.215 3.405 0.473
H -1.133 3.506 -0.997
*
```

Its structure (SMILES) is CCCC/N=C(/N/C=[NH+]\C=[NH2+])OC. The calculation puts the highest occupied orbital energy at -0.5981 Ha. The calculation puts the energy above the lowest of the compared OMol25 structures with the same formula, charge and spin at 1.154 eV.


Entry 2:
Computed, not measured: a molecular structure, C8H18N5O3Ti in a non-equilibrium geometry, with ωB97M-V/def2-TZVPD.

The geometry in ORCA input format:
```
! wB97M-V def2-TZVPD RIJCOSX def2/J DEFGRID3
* xyz 1 3
Ti -0.123 0.351 -0.298
C -3.198 0.064 -1.070
O -2.146 -0.050 -0.119
C -2.497 0.369 1.196
C -1.355 -0.047 2.108
O -0.177 0.633 1.643
C 1.079 0.084 2.085
C 2.147 0.890 1.357
O 1.909 0.830 -0.057
C 2.868 0.035 -0.783
H -3.476 1.111 -1.233
H -4.077 -0.486 -0.733
H -2.844 -0.388 -1.994
H -3.417 -0.125 1.521
H -2.645 1.454 1.224
H -1.209 -1.128 2.022
H -1.569 0.220 3.145
H 1.131 -0.973 1.805
H 1.184 0.184 3.167
H 3.144 0.528 1.604
H 2.070 1.935 1.664
H 3.818 0.567 -0.848
H 2.461 -0.129 -1.777
H 3.021 -0.934 -0.307
N -0.317 2.383 -0.960
N -0.192 1.447 -2.049
H -0.946 3.149 -1.171
H 0.599 2.788 -0.782
H 0.553 1.697 -2.691
H -1.056 1.406 -2.576
N 0.133 -1.444 -0.792
C 0.432 -2.581 -0.997
N 0.643 -3.771 -1.251
C 1.616 -4.633 -1.094
N 2.438 -5.434 -0.960
*
```

The calculation puts the highest occupied orbital energy (spin up / spin down) at -0.3292 / -0.4213 Ha. The calculation puts the energy above the lowest of the compared OMol25 structures with the same formula, charge and spin at 1.250 eV. Its expectation value of S² is 2.01.


Entry 3:
Computed, not measured: 2 unconnected molecules or ions with the total composition C8H18N5O6PS in a non-equilibrium geometry, with ωB97M-V/def2-TZVPD.

The geometry in ORCA input format:
```
! wB97M-V def2-TZVPD RIJCOSX def2/J DEFGRID3
* xyz 0 1
C 0.480 2.714 2.419
O 0.802 2.206 1.140
C -0.220 1.474 0.587
N 0.329 0.702 -0.563
C -0.738 0.505 -1.585
C -1.891 -0.281 -1.001
O -2.785 -0.510 -2.141
C -4.000 -0.110 -1.906
N -5.084 0.073 -1.559
N -1.517 -1.590 -0.497
S -2.794 -2.197 0.516
C -0.253 -1.615 0.284
C 0.318 -3.085 0.247
N -0.120 -3.907 -0.858
C 0.836 -0.660 -0.228
P 2.210 -0.509 1.038
O 3.220 0.463 0.605
H -0.100 2.004 3.022
H -0.097 3.640 2.346
H 1.402 2.934 2.950
H -0.750 0.842 1.309
H -0.965 2.168 0.171
H 1.055 1.287 -1.030
H -1.048 1.455 -2.009
H -0.292 -0.108 -2.368
H -2.481 0.290 -0.282
H -2.422 -1.758 1.742
H -0.427 -1.364 1.337
H -0.033 -3.578 1.152
H 1.407 -3.093 0.246
H -0.974 -4.403 -0.662
H -0.170 -3.416 -1.738
H 1.321 -1.069 -1.116
H 1.536 -0.100 2.214
H 2.715 -1.807 1.228
N 2.903 3.102 -1.240
O 1.792 2.810 -1.821
O 3.956 2.716 -1.742
O 2.877 3.776 -0.209
*
```

The calculation puts the highest occupied orbital energy at -0.2831 Ha.


Entry 4:
Computed, not measured: a gas-phase ion, C8H18NO (charge +1) in a non-equilibrium geometry, with ωB97M-V/def2-TZVPD.

The geometry in ORCA input format:
```
! wB97M-V def2-TZVPD RIJCOSX def2/J DEFGRID3
* xyz 1 1
C -2.260 -0.250 -0.631
C -1.049 -1.148 -0.977
C -1.283 -2.664 -1.148
C 0.015 -1.041 0.171
N 0.902 0.131 0.129
C 1.338 0.620 1.487
C 0.405 1.847 1.843
O 0.851 3.064 1.308
C 2.092 0.019 -0.796
C 0.877 1.114 -0.885
H -2.444 -0.308 0.464
H -3.231 -0.475 -1.105
H -1.983 0.875 -0.913
H -0.712 -0.791 -1.985
H -0.822 -3.306 -0.363
H -0.946 -3.014 -2.146
H -2.393 -2.924 -1.129
H -0.444 -1.168 1.169
H 0.655 -1.964 0.118
H 1.265 -0.192 2.298
H 2.353 0.946 1.448
H -0.614 1.711 1.512
H 0.392 2.094 2.913
H 0.304 3.801 1.656
H 3.055 0.385 -0.425
H 2.208 -0.724 -1.612
H 0.172 1.193 -1.765
H 1.298 2.169 -0.635
*
```

Its structure (SMILES) is CC(C)C[N+]1(CCO)CC1. The calculation puts the highest occupied orbital energy at -0.5229 Ha. The calculation puts the energy above the lowest of the compared OMol25 structures with the same formula, charge and spin at 2.466 eV.


Entry 5:
Computed, not measured: 2 unconnected molecules or ions with the total composition C8H18NO2 in a non-equilibrium geometry, with ωB97M-V/def2-TZVPD.

The geometry in ORCA input format:
```
! wB97M-V def2-TZVPD RIJCOSX def2/J DEFGRID3
* xyz 1 1
C 3.314 -0.679 0.632
C 3.244 -1.216 -0.777
C 1.501 0.137 -0.282
C 0.353 2.329 0.258
C 0.013 1.214 -1.944
C -3.295 -1.097 -0.271
C -2.080 -1.014 1.848
C 0.310 0.940 -0.450
N -2.595 -0.256 0.795
O 2.112 0.102 0.823
O 1.996 -0.506 -1.292
H 3.340 -1.326 1.540
H 4.336 -0.051 0.789
H 4.076 -1.046 -1.406
H 2.935 -2.241 -0.824
H 1.228 2.725 0.638
H -0.318 2.318 1.099
H -0.119 3.037 -0.400
H 0.127 0.276 -2.451
H 0.610 2.047 -2.320
H -1.020 1.470 -2.084
H -2.947 -0.982 -1.351
H -3.026 -2.076 0.061
H -4.382 -1.027 -0.199
H -1.375 -0.563 2.555
H -2.866 -1.621 2.443
H -1.464 -1.799 1.417
H -0.649 0.541 -0.017
H -3.359 0.365 1.170
*
```

The calculation puts the highest occupied orbital energy at -0.4421 Ha. The calculation puts the energy above the lowest of the compared OMol25 structures with the same formula, charge and spin at 1.636 eV.


Entry 6:
Computed, not measured: 2 unconnected molecules or ions with the total composition C8H18NO3PS in a non-equilibrium geometry, with ωB97M-V/def2-TZVPD.

The geometry in ORCA input format:
```
! wB97M-V def2-TZVPD RIJCOSX def2/J DEFGRID3
* xyz 0 1
C -2.459 -0.755 -0.149
C 3.632 -1.894 -0.091
C -1.611 2.919 -0.244
C 0.209 -2.526 0.131
C -3.698 0.175 1.750
C 3.133 -0.519 -0.461
C -0.046 2.763 -0.254
C 0.010 -1.187 -0.499
N -2.553 -0.147 0.954
O 0.120 0.389 1.689
O 2.331 0.106 0.502
O 0.515 1.463 -0.577
P 0.707 0.203 0.348
S -3.446 -1.169 -1.287
H 2.869 -2.541 0.181
H 4.091 -2.374 -0.967
H 4.273 -1.625 0.776
H -1.770 3.780 0.404
H -2.078 3.177 -1.213
H -2.000 1.984 0.003
H -0.647 -3.203 -0.093
H 1.145 -2.944 -0.413
H 0.347 -2.534 1.240
H -4.298 0.934 1.151
H -4.420 -0.641 1.878
H -3.246 0.595 2.689
H 2.670 -0.399 -1.518
H 4.019 0.062 -0.724
H 0.424 3.100 0.745
H 0.305 3.337 -1.074
H -0.206 -1.258 -1.580
H -1.606 -0.015 1.467
*
```

The calculation puts the highest occupied orbital energy (spin up / spin down) at -0.2890 / -0.2749 Ha. The calculation puts the energy above the lowest of the compared OMol25 structures with the same formula, charge and spin at 0.842 eV.


Entry 7:
Computed, not measured: a molecular structure, C8H18NO8S2, with ωB97M-V/def2-TZVPD.

The geometry in ORCA input format:
```
! wB97M-V def2-TZVPD RIJCOSX def2/J DEFGRID3
* xyz -1 1
C 0.962 2.061 4.881
C 0.024 1.211 4.496
S 0.075 0.379 2.942
O 1.114 0.974 2.136
O -1.270 0.460 2.414
N 0.341 -1.135 3.325
S 1.827 -1.631 3.656
O 2.589 -0.713 4.457
O 2.498 -2.221 2.540
O 1.429 -2.881 4.603
H 1.632 2.501 4.155
H 1.077 2.301 5.930
H -0.830 0.945 5.105
H 0.553 -2.675 4.948
C 2.272 -0.683 -2.226
O 0.976 -0.955 -1.754
C 0.498 -0.100 -0.720
C -0.703 0.752 -1.085
O -0.591 1.622 -2.210
C -0.426 1.099 -3.507
C -1.564 0.275 -4.098
O -1.933 -0.877 -3.375
C -3.228 -0.893 -2.820
H 2.973 -1.451 -1.882
H 2.269 -0.693 -3.322
H 2.633 0.294 -1.894
H 1.299 0.524 -0.321
H 0.169 -0.740 0.103
H -0.854 1.410 -0.228
H -1.608 0.148 -1.151
H 0.522 0.569 -3.611
H -0.355 1.983 -4.152
H -1.214 -0.058 -5.085
H -2.434 0.921 -4.266
H -3.678 0.104 -2.803
H -3.168 -1.258 -1.793
H -3.877 -1.569 -3.387
*
```

The calculation puts the highest occupied orbital energy at -0.2247 Ha. The calculation puts the energy above the lowest of the compared OMol25 structures with the same formula, charge and spin at 2.230 eV.


Entry 8:
Computed, not measured: 2 unconnected molecules or ions with the total composition C8H18NOS in a non-equilibrium geometry, with ωB97M-V/def2-TZVPD.

The geometry in ORCA input format:
```
! wB97M-V def2-TZVPD RIJCOSX def2/J DEFGRID3
* xyz 1 1
C 3.509 1.767 0.081
C 3.643 0.365 0.641
C 2.530 0.703 -0.327
C -3.080 -1.011 0.201
C -2.368 0.965 1.785
C 0.533 -1.479 -0.081
C -0.353 -0.121 -1.796
C -2.141 -0.341 1.134
N -0.005 -0.204 -0.472
O 0.797 0.966 1.693
S 0.865 1.188 0.243
H 3.145 2.474 0.798
H 4.334 1.900 -0.584
H 4.281 -0.441 0.396
H 3.514 0.295 1.692
H 2.592 0.434 -1.368
H -3.296 -2.038 0.591
H -3.845 -0.305 0.057
H -2.763 -1.096 -0.866
H -2.459 0.651 2.845
H -3.390 1.299 1.396
H -1.642 1.729 1.832
H 1.239 -1.790 -0.834
H 1.132 -1.559 0.812
H -0.225 -2.270 -0.022
H -0.482 0.959 -2.026
H 0.277 -0.444 -2.589
H -1.379 -0.583 -2.003
H -1.271 -0.952 1.270
*
```

The calculation puts the highest occupied orbital energy at -0.4751 Ha. The calculation puts the energy above the lowest of the compared OMol25 structures with the same formula, charge and spin at 4.949 eV.